#P
One molecule with the formula C23H35N3O4. Source: the OMol25 dataset; level of theory: wB97M-V/def2-TZVPD.

```
! RIJCOSX wB97M-V def2-TZVPD def2/J DEFGRID3
* xyz 0 1
C -1.57219 3.20527 4.25032
H -2.06635 3.51091 3.32231
H -0.74511 3.88993 4.46255
H -2.28956 3.24142 5.06882
O -1.13339 1.87049 4.18662
C -0.19462 1.54101 3.25248
C 0.22733 0.20986 3.26737
C 1.16663 -0.23406 2.35436
C 1.71194 0.65282 1.43022
C 1.30184 1.97908 1.41547
C 0.33710 2.42013 2.32513
H 0.04598 3.45636 2.27853
O 1.76749 2.92257 0.55969
C 2.82313 2.57707 -0.31377
H 2.99285 3.45981 -0.92785
H 3.73372 2.34385 0.24646
H 2.57377 1.72734 -0.95327
H 2.44484 0.29571 0.72533
C 1.57367 -1.68810 2.30095
N 0.66963 -2.56365 1.55608
C -0.52521 -2.97223 2.26056
C -1.76223 -2.17067 1.83086
N -1.95625 -2.43345 0.42610
C -0.89996 -2.58544 -0.39136
O -1.02445 -2.99469 -1.53476
C 0.41941 -2.09882 0.19224
C 1.58648 -2.46210 -0.74279
H 2.50434 -2.53443 -0.16313
C 1.76735 -1.37626 -1.79702
O 2.56088 -0.45816 -1.65911
N 0.96558 -1.51516 -2.85889
C 0.98539 -0.63887 -4.00733
C -0.41175 -0.35475 -4.55921
C -1.17390 0.78563 -3.88105
C -1.62257 0.49885 -2.44061
H -1.69558 -0.58146 -2.29829
C -0.70334 1.14312 -1.40025
C -1.13080 2.61577 -1.35120
C -2.58019 2.64604 -1.87004
H -3.25840 3.11843 -1.15996
H -2.63742 3.20618 -2.80360
C -2.95522 1.18136 -2.11518
H -3.69447 1.06839 -2.90758
H -3.36782 0.74525 -1.20307
H -0.48424 3.22598 -1.98111
H -1.05270 3.00560 -0.33759
H -0.88702 0.68381 -0.42619
H 0.35078 1.02653 -1.63649
H -0.55880 1.68595 -3.90305
H -2.05945 0.98357 -4.49034
H -0.30368 -0.09956 -5.61606
H -1.00299 -1.27195 -4.50204
H 1.58618 -1.11443 -4.79493
H 1.49243 0.28375 -3.71357
H 0.26830 -2.25076 -2.83118
H 1.38991 -3.42366 -1.21688
H 0.31732 -0.99860 0.19637
H -2.85381 -2.74442 0.08590
H -1.59177 -1.10100 2.00082
H -2.64648 -2.48113 2.38818
H -0.71313 -4.02874 2.02349
H -0.36586 -2.88702 3.33477
H 2.55654 -1.76017 1.82861
H 1.65794 -2.09824 3.30907
H -0.18881 -0.44826 4.01400
*
```

Summary:
LUMO level   0.658 eV
HOMO-LUMO gap   8.9 eV


#Q
One molecule with the formula C23H35N3O4. Source: the OMol25 dataset; level of theory: wB97M-V/def2-TZVPD.

```
! RIJCOSX wB97M-V def2-TZVPD def2/J DEFGRID3
* xyz 0 1
C -6.87950 -2.98030 -1.16685
H -7.50297 -3.02691 -2.05880
O -6.38280 -1.66629 -1.12538
C -5.59476 -1.29298 -0.06497
C -5.18180 -2.17341 0.92603
C -4.35704 -1.74713 1.95167
C -3.92946 -0.43681 1.99555
C -4.32247 0.46700 1.01769
C -5.17452 0.04951 -0.01133
O -5.50187 0.99854 -0.94797
C -6.78395 0.98224 -1.53826
H -6.84782 0.25518 -2.35018
H -7.56121 0.76821 -0.80078
H -6.93115 1.98649 -1.93720
C -3.82984 1.89762 1.05140
N -2.49388 2.13980 0.53449
C -2.30435 1.93068 -0.88210
H -1.40683 2.48028 -1.17500
H -3.15915 2.34798 -1.41453
C -2.14098 0.45542 -1.27866
N -1.40001 -0.27808 -0.27455
C -1.06542 0.13065 0.95658
O -0.46305 -0.59633 1.73222
C -1.41234 1.57323 1.31041
C -0.13164 2.44517 1.18916
H 0.40255 2.41941 2.13904
C 0.81923 1.99287 0.08798
O 0.84859 2.50304 -1.01637
N 1.64377 0.99452 0.45844
H 1.49659 0.53526 1.34537
C 2.59890 0.39100 -0.44137
H 2.32937 -0.65745 -0.61450
C 4.01832 0.47629 0.11867
H 4.26949 1.52547 0.28663
C 5.03287 -0.14524 -0.83789
C 6.46987 -0.02226 -0.33113
C 7.49639 -0.58791 -1.34002
C 8.24362 -1.70670 -0.60811
H 7.73406 -2.65998 -0.75744
H 9.27155 -1.81219 -0.95224
C 8.14955 -1.30371 0.85933
H 8.84977 -0.49350 1.06938
H 8.36059 -2.12837 1.53911
C 6.71425 -0.79966 0.97341
H 6.55941 -0.18270 1.85724
H 6.03548 -1.65283 1.02673
H 8.19500 0.19271 -1.64164
H 7.00649 -0.95853 -2.23978
H 6.67859 1.03795 -0.16078
H 4.95423 0.35488 -1.80616
H 4.79218 -1.20070 -0.98739
H 4.05323 -0.03678 1.08166
H 2.52797 0.93587 -1.38583
H -0.44624 3.46782 0.98041
H -1.71007 1.58844 2.36346
H -1.17524 -1.24054 -0.48961
H -3.11887 -0.01853 -1.41264
H -1.59770 0.39555 -2.22755
H -3.83932 2.25223 2.08685
H -4.50847 2.52026 0.46494
H -3.29215 -0.10972 2.80182
H -4.04708 -2.44644 2.71229
H -5.49566 -3.20431 0.90017
H -6.07273 -3.71530 -1.25371
H -7.48958 -3.20995 -0.28741
*
```

Summary:
LUMO level   0.677 eV
HOMO-LUMO gap   8.8 eV


Verdict on stability: #P comes out on top.


#P
One molecule with the formula C4H11NO2S2. Source: the OMol25 dataset; level of theory: wB97M-V/def2-TZVPD.

```
! RIJCOSX wB97M-V def2-TZVPD def2/J DEFGRID3
* xyz 0 1
C -0.03422 1.95280 1.56687
C -0.59777 -1.42593 -1.68666
C -0.59917 -0.25546 -0.73876
C 1.27669 1.25580 1.27380
N -1.49823 -1.30606 -2.80893
O 1.84117 -1.04027 -0.33785
O 0.27864 -1.55637 1.48116
S 2.45121 0.72095 2.57720
S 0.74010 -0.64252 0.51276
H -0.21060 2.70529 0.65433
H -0.11312 2.48346 2.51354
H -0.92930 1.40800 1.65862
H 0.38139 -1.58921 -1.91437
H -0.80750 -2.38468 -1.03909
H -1.62020 -0.14840 -0.10231
H -0.41311 0.72154 -1.15968
H 1.93816 1.69181 0.56842
H -1.27759 -1.53895 -3.76548
H -2.52675 -1.33470 -2.73373
H 1.72020 0.28291 3.48017
*
```

Summary:
LUMO level   0.677 eV
HOMO-LUMO gap   9.5 eV


#Q
A 2-piece molecular cluster, C4H11NO2S2 overall. Source: the OMol25 dataset; level of theory: wB97M-V/def2-TZVPD.

```
! RIJCOSX wB97M-V def2-TZVPD def2/J DEFGRID3
* xyz 0 1
C -0.22633 0.98514 -0.81133
C -1.58016 -2.24674 -0.20730
C -1.57871 1.38905 1.51030
C -0.70264 -0.02463 -0.09926
N 2.48545 -0.01325 -0.02432
O -0.60922 -1.26148 -0.58749
O -1.16010 0.09266 1.23104
S 3.06009 -0.72672 -1.43015
S 2.90857 1.46674 0.80601
H 1.34496 -0.19996 -0.12695
H 0.14271 0.54167 -1.77338
H -0.12635 2.05324 -0.47447
H -1.08849 -3.07660 -0.53100
H -2.58846 -2.08101 -0.57975
H -1.64707 -2.15889 0.89668
H -0.78550 1.90763 1.86634
H -2.35744 1.31055 2.26162
H -2.13514 1.89368 0.70423
H 3.63120 -1.90189 -0.82322
H 1.78204 2.08782 0.34435
*
```

Summary:
LUMO level   0.693 eV
HOMO-LUMO gap   9.0 eV


Verdict on stability: #P comes out on top.


#P
One molecule with the formula C2H5N. Source: the OMol25 dataset; level of theory: wB97M-V/def2-TZVPD.

```
! RIJCOSX wB97M-V def2-TZVPD def2/J DEFGRID3
* xyz 0 1
C 0.52056 -0.63796 0.11170
C -0.31099 0.27762 -0.72548
H 0.17965 -1.61355 0.60561
H 1.64646 -0.66233 -0.26601
H -1.20984 -0.30698 -1.30487
H 0.61667 0.79770 -1.22379
H -1.03130 0.29193 1.31116
N -0.20844 0.52218 0.65151
*
```

Summary:
LUMO level   1.199 eV
HOMO-LUMO gap   10.1 eV


#Q
C2H5N as an isolated structure. Source: the OMol25 dataset; level of theory: wB97M-V/def2-TZVPD.

```
! RIJCOSX wB97M-V def2-TZVPD def2/J DEFGRID3
* xyz 0 1
C -1.23087 0.03160 0.11585
C 0.15999 -0.32829 0.17404
N 1.18971 0.28850 -0.38669
H -0.73410 -0.67594 -0.77222
H -1.89925 -0.24412 0.90685
H -1.39504 1.05088 -0.30243
H 0.35451 -1.17562 0.83714
H 1.77124 0.80543 0.29815
*
```

Summary:
LUMO level   0.643 eV
HOMO-LUMO gap   8.4 eV


#R
C2H5N as an isolated structure. Source: the OMol25 dataset; level of theory: wB97M-V/def2-TZVPD.

```
! RIJCOSX wB97M-V def2-TZVPD def2/J DEFGRID3
* xyz 0 1
C 0.17193 0.37627 0.68969
C -0.16972 -0.92294 0.68396
N 0.81330 1.34459 0.44491
H 1.89717 0.81978 -1.70471
H -1.21588 -1.33803 0.76707
H 0.59408 -1.58692 0.26886
H 1.45034 0.98613 -0.68625
H 1.21025 2.21185 0.82958
*
```

Summary:
LUMO level   0.335 eV
HOMO-LUMO gap   8.8 eV


Verdict on stability: #P comes out on top.


#P
A 2-piece molecular cluster, CH3FOS overall. Source: the OMol25 dataset; level of theory: wB97M-V/def2-TZVPD.

```
! RIJCOSX wB97M-V def2-TZVPD def2/J DEFGRID3
* xyz 0 1
C -0.26651 0.31941 0.46307
O -1.05042 -0.46492 1.24227
F 1.13055 -0.65214 -2.12252
S 1.98676 0.31871 -1.11554
H -0.82298 0.58686 -0.46202
H 0.11368 1.26447 0.93164
H -1.09107 -1.37240 1.06309
*
```

Summary:
LUMO level (spin up / spin down)   -1.640 / -1.637 eV
HOMO-LUMO gap (spin up / spin down)   7.1 / 7.1 eV


#Q
CH3FOS as an isolated structure. Source: the OMol25 dataset; level of theory: wB97M-V/def2-TZVPD.

```
! RIJCOSX wB97M-V def2-TZVPD def2/J DEFGRID3
* xyz 0 1
C -0.17798 0.29947 0.58296
O 1.80614 0.07294 -1.03435
F -1.31019 -1.02048 -1.41555
S 0.59805 -0.77023 -0.70406
H 0.44245 1.05321 0.85579
H -0.27108 -0.45658 1.28140
H -1.08739 0.82167 0.43381
*
```

Summary:
LUMO level   -1.906 eV
HOMO-LUMO gap   9.2 eV


Verdict on stability: #Q comes out on top.


#P
C3H5IS as an isolated structure. Source: the OMol25 dataset; level of theory: wB97M-V/def2-TZVPD.

```
! RIJCOSX wB97M-V def2-TZVPD def2/J DEFGRID3
* xyz 0 1
C -1.84449 -0.15209 -0.04539
C -0.84455 -1.07834 -0.18360
C 1.85812 1.08705 0.30938
S 2.45169 2.58422 0.30850
I 2.87403 -0.64303 0.07934
H -1.98729 0.52704 0.72749
H -2.28603 0.04713 -0.94682
H -0.82843 -1.70748 -1.08170
H 0.75674 0.84295 0.24989
H -0.14979 -1.50743 0.58291
*
```

Summary:
LUMO level   -0.717 eV
HOMO-LUMO gap   8.3 eV


#Q
C3H5IS as an isolated structure. Source: the OMol25 dataset; level of theory: wB97M-V/def2-TZVPD.

```
! RIJCOSX wB97M-V def2-TZVPD def2/J DEFGRID3
* xyz 0 1
C -1.16221 1.85228 1.06554
C -1.91232 1.66848 0.11077
C 0.74427 -0.73933 -0.56832
S 0.75937 -2.35438 0.41822
I 2.57937 0.22036 -0.16751
H -0.89048 2.58798 1.77450
H -2.34292 0.94958 -0.54071
H -0.12133 -0.25719 -0.08547
H 0.61211 -0.96024 -1.65911
H 1.73413 -2.96752 -0.34791
*
```

Summary:
LUMO level   0.348 eV
HOMO-LUMO gap   9.2 eV


Verdict on stability: #P comes out on top.


#P
An isolated ion of composition C3H6N3O and charge +1. Source: the OMol25 dataset; level of theory: wB97M-V/def2-TZVPD.

```
! RIJCOSX wB97M-V def2-TZVPD def2/J DEFGRID3
* xyz 1 1
C -0.93036 -0.38597 -0.20568
C 1.64247 -0.43891 -0.15461
C 0.36097 0.18514 0.16426
N -2.66184 0.23998 1.38902
N -1.77068 -0.47235 0.98412
N 1.05899 0.58861 -1.03700
O -1.22016 -0.73448 -1.33707
H 2.31248 0.02118 0.53927
H 1.87860 -1.32771 -0.51733
H 0.32097 0.89488 1.01393
H -3.07309 -0.14952 2.24214
H 1.56852 1.45635 -1.28393
H 0.51314 0.12279 -1.79711
*
```

Summary:
LUMO level   -4.000 eV
HOMO-LUMO gap   9.5 eV


#Q
An isolated ion of composition C3H6N3O and charge +1. Source: the OMol25 dataset; level of theory: wB97M-V/def2-TZVPD.

```
! RIJCOSX wB97M-V def2-TZVPD def2/J DEFGRID3
* xyz 1 1
C 0.94460 0.96627 -0.47572
C 0.15762 -1.34700 -0.64697
C -1.05654 0.54111 0.84105
N -1.74131 0.24170 1.74030
N -0.04026 1.31958 0.44332
N 1.09480 -0.29449 -0.86668
O -2.45926 -0.24259 2.49756
H 1.72277 1.78745 -0.84262
H 0.47887 -2.28746 -0.93896
H -0.89231 -1.16904 -1.22922
H 0.12334 -1.36872 0.41453
H -0.18590 2.32968 0.67480
H 1.85358 -0.47648 -1.61139
*
```

Summary:
LUMO level (spin up / spin down)   -4.735 / -4.735 eV
HOMO-LUMO gap (spin up / spin down)   8.8 / 8.8 eV


Verdict on stability: #P comes out on top.


#P
A 2-piece molecular cluster, C3H4O2S overall. Source: the OMol25 dataset; level of theory: wB97M-V/def2-TZVPD.

```
! RIJCOSX wB97M-V def2-TZVPD def2/J DEFGRID3
* xyz 0 1
C -3.33866 0.19430 -0.20467
C -0.05656 1.18527 -0.20726
C 0.58176 -0.14255 0.15009
O -2.27883 0.40809 -0.56543
O -0.47407 1.95595 0.59500
S -4.72775 -0.04256 0.33851
H -0.02010 1.63998 -1.27546
H 0.59242 -0.09435 1.18621
H 1.51604 -0.07251 -0.46290
H 0.09202 -1.02744 -0.40019
*
```

Summary:
LUMO level   0.710 eV
HOMO-LUMO gap   10.2 eV


#Q
One molecule with the formula C3H4O2S. Source: the OMol25 dataset; level of theory: wB97M-V/def2-TZVPD.

```
! RIJCOSX wB97M-V def2-TZVPD def2/J DEFGRID3
* xyz 0 1
C -0.34459 0.66893 0.85738
C 0.91435 0.85048 1.09394
C -0.90613 0.09803 -0.34235
O 1.19473 -0.67630 -2.12448
O 0.69705 -2.43400 -0.44375
S 0.81253 -1.04292 -0.80508
H -1.23017 1.08824 1.54502
H 1.53810 1.39779 1.79684
H -1.83191 -0.50032 -0.27505
H -0.84395 0.55008 -1.30247
*
```

Summary:
LUMO level (spin up / spin down)   -1.673 / -1.058 eV
HOMO-LUMO gap (spin up / spin down)   7.9 / 8.0 eV


Verdict on stability: #P comes out on top.